Record 1
DFT (ωB97M-V with the def2-TZVPD basis set) results for a molecular structure, C3H2INO2 at a distorted geometry.

## Properties
Kohn-Sham gap: 9.47 eV
Relative energy (zero: lowest compared OMol25 entry of this formula, charge and spin): 48.2 kcal per mole

```
9
Properties=species:S:1:pos:R:3:forces:R:3
C 0.2340 -0.8332 -0.1805 -0.044 -0.052 -0.814
C 0.9148 0.4216 0.1735 0.013 0.576 0.246
C 1.1576 -1.8009 -0.7991 -1.034 1.386 -0.614
N 2.1722 0.3743 0.0670 -0.010 -0.223 0.036
O 0.8166 -2.0525 0.4228 0.393 -1.252 1.444
O 1.8533 -2.0845 -1.6950 0.599 -1.023 -0.553
I 3.3616 1.9449 0.4383 -0.036 0.412 0.166
H -0.8373 -0.8756 -0.2962 -0.096 0.015 0.041
H 0.2925 1.2795 0.4357 0.216 0.162 0.048
```
Forces are in eV/Å.

***

Record 2
DFT (ωB97M-V with the def2-TZVPD basis set) results for a molecular structure, C3H2INO2 at a distorted geometry.

## Properties
Kohn-Sham gap: 8.24 eV
Relative energy (zero: lowest compared OMol25 entry of this formula, charge and spin): 28.9 kcal per mole

```
9
Properties=species:S:1:pos:R:3:forces:R:3
C -0.9786 -0.0049 -1.1109 -0.052 -2.535 -0.112
C 0.7378 0.8189 0.6628 1.227 5.332 -0.234
C 1.0496 -0.3785 0.9424 0.224 -3.905 0.151
N -1.7699 0.1825 -0.2370 -1.853 0.936 0.949
O -0.1164 -0.4621 -1.7466 0.040 1.102 -0.986
O 0.7563 1.9867 0.4647 -0.788 -2.175 0.210
I 2.7943 -1.0319 -0.1741 -0.934 0.270 0.834
H 0.2983 -1.1216 1.2851 0.998 0.624 -0.273
H -2.7715 0.0108 -0.0865 1.139 0.351 -0.539
```
Forces are in eV/Å.

***

Record 3
DFT (ωB97M-V with the def2-TZVPD basis set) results for 2 unconnected molecules or ions with the total composition C3H2INS at a distorted geometry.

## Properties
Kohn-Sham gap (spin up / spin down): 8.36 / 6.58 eV
Relative energy (zero: lowest compared OMol25 entry of this formula, charge and spin): 79.0 kcal per mole

```
8
Properties=species:S:1:pos:R:3:forces:R:3
C -0.2041 0.5730 -0.7935 0.551 -1.518 1.349
C -0.6578 -0.6502 -0.0654 -0.912 1.769 -1.768
C -0.0974 1.4635 0.2423 1.031 0.883 -1.941
N -0.9269 -0.4785 1.1761 0.057 -1.285 2.287
S -0.4389 0.9527 1.7706 -0.403 0.495 0.187
I 3.2682 -0.9330 -0.1022 -0.107 0.045 -0.004
H 0.1982 0.6146 -1.8285 -0.700 0.229 0.998
H -1.1413 -1.5421 -0.3993 0.483 -0.618 -1.108
```
Forces are in eV/Å.

***

Record 4
DFT (ωB97M-V with the def2-TZVPD basis set) results for a molecular structure, C3H2IrO3 at a distorted geometry.

## Properties
Kohn-Sham gap (spin up / spin down): 10.12 / 7.60 eV
Multiplicity: 6
Relative energy (zero: lowest compared OMol25 entry of this formula, charge and spin): 0.0 kcal per mole
Charge: +2
Expectation value of S²: 8.76

```
9
Properties=species:S:1:pos:R:3:forces:R:3
O -2.0329 3.8139 -0.3550 0.563 -1.278 0.071
C -1.5931 2.7869 -0.3120 -0.276 0.278 -0.095
O 0.7639 0.2872 0.9349 0.424 1.621 1.021
C 1.1357 -0.8992 0.6378 0.663 -3.786 0.230
C 0.4079 -1.6188 -0.3504 2.207 -1.353 0.546
O -0.5598 -1.0361 -0.9504 -0.813 -0.568 -0.916
H 0.7175 -2.6264 -0.6546 -0.323 0.180 0.055
Ir -0.6812 0.7307 -0.2358 -2.590 4.403 -0.623
H 1.8421 -1.4383 1.2855 0.147 0.503 -0.289
```
Forces are in eV/Å.